Record 1
The following is a quantum chemistry calculation of a gas-phase ion, C5H6NO (charge +1) in a non-equilibrium geometry, from OMol25.

Last column: Mulliken charge in e.
Cartesian coordinates (Å):
C1 0.24201 0.88498 1.68027  -0.467
C2 -0.54946 -0.24535 1.40334  -0.118
C3 1.10679 1.54440 0.65552  0.130
C4 -0.59410 -0.90533 0.22947  0.560
C5 -0.49728 -0.90883 -1.92851  -0.627
N1 1.23531 1.05105 -0.47370  -0.496
O1 -0.24499 -1.64811 -0.68505  -0.152
H1 0.37196 1.07845 2.79979  0.348
H2 -1.29682 -0.69894 2.14988  0.350
H3 1.63259 2.35762 1.04452  0.419
H4 -1.45922 -1.00925 -2.25604  0.370
H5 0.07241 -1.57503 -2.68875  0.264
H6 -0.01920 0.07434 -1.93073  0.420

Values from the calculation:
Max |F|: 5.8 eV Å⁻¹
Frontier orbital gap (spin up / spin down): 8.3 / 7.4 eV
Calculated total energy: -8805.7942 eV
ΔE to the lowest compared entry with this formula, charge and spin: 165.04 kcal/mol
M: 96.109 g/mol
Net charge: +1

Record 2
The following is a quantum chemistry calculation of 8 unconnected molecules or ions with the total composition C54H116BrN2 in a non-equilibrium geometry, from OMol25.

Last column: Mulliken charge in e.
Cartesian coordinates (Å):
Br1 1.17870 2.50087 -3.86163  -0.061
C1 2.36817 1.06304 -3.38373  -0.342
C2 3.78112 1.49955 -2.90798  -1.107
C3 3.58237 1.37287 -1.36582  0.531
C4 2.59686 0.25688 -1.23131  0.583
C5 2.30735 -0.65565 -0.08405  -0.495
C6 2.79372 -0.14262 1.29965  0.520
C7 4.05999 -0.91580 1.82519  -0.415
C8 5.24616 -0.88000 0.81973  -1.161
N1 5.71201 -2.18109 0.37584  0.207
C9 5.07233 -3.13859 -0.32990  -0.080
C10 5.84310 -4.22563 -0.58117  -0.405
C11 7.10920 -3.87753 0.03394  -0.886
C12 6.98606 -2.64943 0.58237  -0.422
N2 1.92686 0.13453 -2.33467  0.078
H1 2.60551 0.39214 -4.21802  0.500
H2 4.15749 2.44679 -3.28142  0.472
H3 4.40437 0.63216 -3.16691  0.397
H4 3.05297 2.31084 -1.10373  -0.630
H5 4.46186 1.40084 -0.72483  0.675
H6 1.25114 -0.95114 -0.06021  0.781
H7 2.85131 -1.59309 -0.28710  -0.206
H8 2.93607 0.94183 1.33573  -0.794
H9 1.99956 -0.39052 2.01556  0.370
H10 4.39057 -0.37856 2.72105  0.056
H11 3.83096 -1.95738 2.06751  0.477
H12 6.09955 -0.40760 1.31604  0.307
H13 5.03286 -0.27888 -0.07056  0.326
H14 4.04770 -3.10783 -0.69435  0.189
H15 5.56501 -5.12700 -1.10469  0.394
H16 7.95412 -4.55386 0.02730  0.408
H17 7.77090 -2.12195 1.10975  0.385
H18 1.16749 -0.51298 -2.52230  0.175
C13 2.47833 0.16040 5.27865  -1.527
C14 2.62436 1.60937 4.83058  0.979
C15 3.92224 2.26318 5.30298  -0.061
C16 4.07696 2.37123 6.82006  -0.999
C17 2.95768 3.13496 7.52599  -0.412
C18 2.85544 4.59431 7.09017  -0.746
H19 2.44279 0.07537 6.36487  0.459
H20 1.55381 -0.26637 4.88354  0.388
H21 3.31285 -0.44389 4.91393  0.215
H22 1.75976 2.18743 5.16783  0.564
H23 2.60622 1.63841 3.73424  -0.792
H24 3.99651 3.25942 4.85796  -0.245
H25 4.77169 1.69470 4.90652  0.413
H26 5.03273 2.85840 7.03575  0.438
H27 4.14938 1.36916 7.25265  0.283
H28 3.14525 3.10461 8.60206  0.398
H29 1.99651 2.63715 7.36932  0.242
H30 3.79215 5.12306 7.27839  0.329
H31 2.06651 5.10238 7.64680  0.401
H32 2.61723 4.68443 6.02762  -0.104
C19 -6.34276 3.72468 -4.66342  -1.233
C20 -5.69244 2.78169 -3.65574  -0.147
C21 -4.30045 3.23301 -3.21497  -0.723
C22 -3.25794 3.29926 -4.33292  -0.630
C23 -3.03773 1.99015 -5.08854  -0.497
C24 -2.51107 0.86585 -4.20360  -0.569
H33 -5.77109 3.78163 -5.59138  0.287
H34 -7.34494 3.37721 -4.91715  0.394
H35 -6.43059 4.73256 -4.25273  0.294
H36 -5.65342 1.77044 -4.07134  0.036
H37 -6.33191 2.72406 -2.77098  0.369
H38 -3.94701 2.56270 -2.42486  0.283
H39 -4.37684 4.22280 -2.75425  0.404
H40 -2.30559 3.62549 -3.89836  0.206
H41 -3.54016 4.07573 -5.04886  0.352
H42 -2.31564 2.17057 -5.89036  0.379
H43 -3.96171 1.66987 -5.57629  0.308
H44 -1.56309 1.15130 -3.74064  0.014
H45 -2.33886 -0.03417 -4.79697  0.262
H46 -3.21750 0.60811 -3.41296  0.224
C25 0.79024 3.19465 1.36396  -0.843
C26 1.76924 4.20345 0.76940  -0.669
C27 3.06884 4.32728 1.56456  -0.681
C28 2.90429 4.82613 3.00107  -0.057
C29 2.21828 6.18312 3.14226  -0.500
C30 2.98764 7.32335 2.48341  -1.238
H47 0.46786 3.48645 2.36379  0.319
H48 -0.10316 3.11821 0.74094  0.430
H49 1.24152 2.20109 1.42735  -0.132
H50 1.28093 5.17583 0.67773  0.492
H51 2.01631 3.88723 -0.25083  0.387
H52 3.75042 4.98978 1.02308  0.561
H53 3.56426 3.34705 1.59413  0.151
H54 3.89551 4.87859 3.46265  0.522
H55 2.34358 4.08558 3.58100  -0.317
H56 2.11272 6.40529 4.20773  0.334
H57 1.20308 6.14256 2.73634  0.259
H58 3.99069 7.41172 2.90592  0.324
H59 2.47047 8.26986 2.64663  0.284
H60 3.07962 7.18072 1.40496  0.295
C31 -0.19160 8.39471 6.68330  -1.123
C32 -1.33756 9.21529 6.09819  -0.463
C33 -1.55251 8.97372 4.60508  -0.867
C34 -0.37241 9.35992 3.71193  0.341
C35 0.07726 10.81594 3.82038  -0.435
C36 -0.99721 11.81291 3.39737  -1.254
H61 0.76542 8.65403 6.22621  0.238
H62 -0.10224 8.57585 7.75542  0.415
H63 -0.36374 7.32559 6.53619  0.281
H64 -1.16585 10.27700 6.29328  0.267
H65 -2.25806 8.95242 6.62623  0.366
H66 -2.44564 9.51768 4.28494  0.343
H67 -1.77577 7.91338 4.44526  0.383
H68 -0.64406 9.14822 2.67186  0.471
H69 0.48013 8.71089 3.93680  -0.594
H70 0.95279 10.95562 3.17950  0.368
H71 0.40492 11.03975 4.83909  0.288
H72 -1.30872 11.63497 2.36579  0.295
H73 -0.61453 12.83266 3.46051  0.390
H74 -1.87862 11.75353 4.03749  0.284
C37 0.58384 -7.83729 -4.32079  -1.232
C38 1.48630 -6.83466 -5.03520  -0.154
C39 2.86241 -6.69436 -4.38753  -0.958
C40 2.83694 -6.16326 -2.95307  -0.305
C41 2.15961 -4.80238 -2.79390  0.382
C42 2.87265 -3.69291 -3.56442  -0.761
H75 0.37229 -7.53203 -3.29400  0.273
H76 -0.37075 -7.92410 -4.84170  0.376
H77 1.04646 -8.82578 -4.29930  0.357
H78 0.98902 -5.86123 -5.08857  0.034
H79 1.62039 -7.16606 -6.06812  0.399
H80 3.48325 -6.04102 -5.00810  0.316
H81 3.36014 -7.66825 -4.39197  0.443
H82 3.86674 -6.09521 -2.58785  -0.138
H83 2.33860 -6.88673 -2.30283  0.417
H84 2.14892 -4.54040 -1.72964  0.271
H85 1.11253 -4.85582 -3.10511  -0.220
H86 3.91004 -3.59882 -3.23366  0.243
H87 2.37430 -2.73056 -3.39521  -0.173
H88 2.86934 -3.87923 -4.63876  0.492
C43 -2.09114 -4.78017 -4.46318  -1.345
C44 -2.71333 -3.39153 -4.37203  -0.097
C45 -3.53901 -3.18894 -3.10210  -0.724
C46 -4.75002 -4.11168 -2.96641  -0.107
C47 -5.75298 -4.03367 -4.11519  -0.380
C48 -6.39411 -2.65644 -4.26281  -1.154
H89 -2.85038 -5.56215 -4.50384  0.337
H90 -1.48375 -4.86438 -5.36649  0.428
H91 -1.44403 -4.97356 -3.60318  0.236
H92 -3.32124 -3.19982 -5.26014  0.308
H93 -1.90859 -2.64777 -4.38626  0.187
H94 -3.86814 -2.14859 -3.05751  0.150
H95 -2.89126 -3.33529 -2.22957  0.392
H96 -5.26256 -3.87180 -2.02916  0.500
H97 -4.41082 -5.14553 -2.86414  -0.275
H98 -6.54207 -4.76814 -3.93408  0.337
H99 -5.27872 -4.32070 -5.05792  0.289
H100 -6.91182 -2.36799 -3.34529  0.311
H101 -7.12566 -2.66292 -5.07214  0.427
H102 -5.65361 -1.88768 -4.49628  0.160
C49 -3.98191 -10.78460 1.04520  -1.228
C50 -3.61627 -9.44994 0.40305  -0.318
C51 -4.51922 -8.29828 0.84366  -0.675
C52 -5.99551 -8.45394 0.47291  -0.756
C53 -6.27223 -8.63346 -1.01871  -0.509
C54 -5.83973 -7.43686 -1.85972  -1.017
H103 -4.98618 -11.10578 0.76472  0.288
H104 -3.28774 -11.56342 0.72599  0.381
H105 -3.93488 -10.71838 2.13417  0.299
H106 -3.62889 -9.55079 -0.68584  0.231
H107 -2.58576 -9.20413 0.67575  0.373
H108 -4.13290 -7.36603 0.41934  0.282
H109 -4.44550 -8.18491 1.93002  0.388
H110 -6.53615 -7.57207 0.83173  0.367
H111 -6.41917 -9.30411 1.01459  0.334
H112 -7.34629 -8.78507 -1.15465  0.357
H113 -5.78630 -9.53892 -1.39189  0.289
H114 -6.34769 -6.52676 -1.53172  0.310
H115 -6.09042 -7.60125 -2.90977  0.418
H116 -4.76244 -7.27031 -1.80114  0.169

Values from the calculation:
Max |F|: 2.8 eV Å⁻¹
Frontier orbital gap: 6.8 eV
Calculated total energy: -130897.2815 eV
M: 873.440 g/mol
Net charge: +1